1.
A structure of composition C2H7N2O at a distorted geometry, computed with ωB97M-V with the def2-TZVPD basis set.

Output
Relative energy (zero: lowest compared OMol25 entry of this formula, charge and spin)   273.52 kJ/mol
Frontier orbital gap   0.43996 hartree
Molar mass   75.09 g/mol
Charge   +1

Atoms and positions in Å:
C: 0.14739 -0.94085 0.82780
C: 0.45982 0.32633 -0.66962
N: 0.79140 0.33466 0.62506
N: -0.11841 -0.82136 -0.61317
O: -0.99268 1.85458 -0.38974
H: 0.74669 -1.82454 1.18707
H: -0.73776 -0.83857 1.40711
H: 0.86594 0.71547 -1.58677
H: 1.16920 0.97812 1.33096
H: -0.66388 -1.23592 -1.37098
H: -1.30936 1.15285 0.17137
H: -0.96489 2.63811 0.23508


2.
A structure of composition C39H43As2CeClSi2 at a distorted geometry, computed with ωB97M-V with the def2-TZVPD basis set.

Output
Relative energy (zero: lowest compared OMol25 entry of this formula, charge and spin)   183.19 kJ/mol
Frontier orbital gap   0.17364 hartree
Molar mass   893.36 g/mol
Charge   +2

Atoms and positions in Å:
C: 3.08896 2.24066 3.30927
C: 3.03199 0.79495 3.25277
C: 3.33497 0.39247 1.89542
H: 2.77017 0.13610 4.07436
C: 3.58328 1.58093 1.11652
C: 3.43482 2.72664 1.98255
H: 3.51809 3.76775 1.69135
H: 2.88678 2.85767 4.17865
H: 3.35454 -0.62871 1.52215
H: 3.77966 1.60452 0.04581
Ce: 1.23877 1.73489 1.88354
Si: -3.60153 -1.97570 -5.12175
C: -3.98187 -3.57193 -4.25575
C: -5.09196 -4.35759 -4.62190
H: -5.73146 -4.03802 -5.44077
C: -5.38122 -5.54931 -3.95356
H: -6.24417 -6.14386 -4.25273
C: -4.56946 -5.98485 -2.90570
H: -4.79427 -6.91216 -2.38624
C: -3.46339 -5.22133 -2.53150
H: -2.82045 -5.55590 -1.71842
C: -3.17138 -4.02749 -3.20174
H: -2.29716 -3.45281 -2.90099
C: -2.07272 -2.13683 -6.15171
C: -1.41499 -3.37136 -6.28383
H: -1.79551 -4.24678 -5.76110
C: -0.26656 -3.49879 -7.07419
H: 0.22364 -4.46708 -7.16158
C: 0.25145 -2.39235 -7.74486
H: 1.14329 -2.49095 -8.35678
C: -0.38410 -1.15474 -7.61975
H: 0.01935 -0.28528 -8.13806
C: -1.52854 -1.02651 -6.83265
H: -2.00593 -0.05379 -6.74096
H: -3.39387 -0.87078 -4.15907
Si: 0.42993 -0.05273 0.05600
C: 1.66534 -0.16768 -1.32817
C: 2.17553 -1.42096 -1.65981
H: 1.81379 -2.30812 -1.14834
C: 3.15858 -1.55419 -2.64721
H: 3.54747 -2.54217 -2.88480
C: 3.62496 -0.43544 -3.33083
H: 4.38372 -0.54027 -4.10141
C: 3.10542 0.82120 -3.02020
H: 3.45428 1.70240 -3.55559
C: 2.13108 0.95656 -2.02651
H: 1.73718 1.94448 -1.80081
C: 0.19138 -1.75279 0.73714
C: 1.01612 -2.31310 1.72549
H: 1.79826 -1.71598 2.18543
C: 0.83693 -3.63883 2.13677
H: 1.48695 -4.05920 2.90267
C: -0.17228 -4.41818 1.57181
H: -0.31589 -5.44545 1.89454
C: -0.99464 -3.86778 0.59147
H: -1.78646 -4.46512 0.14388
C: -0.80829 -2.54188 0.17409
H: -1.46040 -2.13131 -0.58962
H: -4.78251 -1.62730 -5.95605
Cl: -1.37003 0.54500 -0.75574
C: -1.06351 5.89664 2.94479
As: 0.15419 4.38415 2.52383
C: 0.97094 5.36289 0.96484
C: 0.71114 4.35479 4.46861
C: 1.33620 5.45063 5.02927
C: 1.68413 5.41805 6.38640
C: 1.40667 4.29999 7.15973
C: 0.77551 3.18540 6.59432
C: 0.40605 3.21530 5.24942
As: -0.31175 1.63360 4.30601
C: 0.31379 0.17305 5.50735
C: -2.16332 2.24246 3.81763
H: -1.67183 6.08324 2.06145
H: -0.47297 6.78601 3.19251
H: -1.69217 5.61553 3.78873
H: 0.99869 6.41991 1.19601
H: 1.96517 4.97320 0.76613
H: 0.31167 5.16478 0.11054
H: 1.56091 6.32823 4.42831
H: 2.18373 6.28150 6.83120
H: 1.68957 4.27698 8.21490
H: 0.58662 2.30353 7.20555
H: -0.23829 0.22373 6.43738
H: 0.11869 -0.77136 4.99085
H: 1.38617 0.29142 5.70035
H: -2.71554 2.41846 4.73176
H: -2.13650 3.15897 3.20710
H: -2.60964 1.43608 3.23401


3.
A cluster of 2 separate species, C8H8N4O4 in total at a distorted geometry, computed with ωB97M-V with the def2-TZVPD basis set.

Output
Relative energy (zero: lowest compared OMol25 entry of this formula, charge and spin)   261.92 kJ/mol
Structure (SMILES)   O=c1cc[nH]c(=O)[nH]1.O=c1cc[nH]c(=O)[nH]1
Frontier orbital gap   0.33159 hartree
Molar mass   224.18 g/mol
Charge   0

Atoms and positions in Å:
C: 1.92355 1.49753 -0.12994
C: 0.87210 0.72027 -0.45136
C: 1.06304 -0.64226 -0.57880
C: 3.41900 -0.42409 -0.14638
C: -2.53903 0.95675 -0.55233
C: -2.61474 1.06283 0.89615
C: -2.04196 0.04756 1.62233
C: -1.66722 -1.35304 -0.24473
H: 4.05162 1.49763 0.24937
H: -0.17787 1.08638 -0.57189
H: 0.20821 -1.30308 -0.92411
H: 2.36750 -2.23082 -0.16920
H: -2.46806 -0.56543 -2.03135
H: -3.02647 2.00462 1.18599
H: -1.91557 0.35185 2.72132
H: -1.30420 -1.97918 1.68891
N: 3.19405 0.89105 0.06567
N: 2.26720 -1.19587 -0.28098
N: -2.05129 -0.27507 -1.06665
N: -1.40228 -1.07422 1.09072
O: 1.99953 2.73020 -0.04731
O: 4.48992 -1.07213 -0.19193
O: -2.93089 1.77977 -1.39355
O: -1.71615 -2.51125 -0.73995